Entry 1:
{
  "formula": "C3H5N3",
  "method": "ωB97M-V/def2-TZVPD",
  "species": ["C", "N", "N", "N", "C", "C", "H", "H", "H", "H", "H"],
  "positions_angstrom": [[1.3806, 0.1762, -0.0451], [-0.0550, 0.1771, 0.2091], [-1.0556, 1.6177, -1.2647], [-1.3162, 2.2378, -0.3534], [-0.6060, -1.0141, 0.4183], [-1.2041, -2.0621, 0.3961], [-0.6629, 1.3010, 0.6178], [1.5963, -0.4620, -0.9045], [1.6946, 1.1928, -0.2842], [1.9605, -0.1882, 0.8116], [-1.7321, -2.9762, 0.3989]],
  "atomic_forces_ev_per_a": [[0.08, 0.33, 0.46], [-0.88, 2.53, 1.61], [-1.79, 3.55, 2.77], [0.39, -1.50, -4.70], [-0.78, -0.12, -0.17], [0.24, 0.27, 0.22], [2.84, -4.90, -0.21], [-0.10, 0.00, 0.04], [0.06, -0.03, 0.00], [0.00, 0.09, -0.11], [-0.05, -0.24, 0.07]],
  "mulliken_charge": [-0.90, -0.39, 0.03, -0.06, -0.14, -0.33, 0.45, 0.31, 0.29, 0.30, 0.43],
  "orbital_gap_ev": 8.10,
  "de_lowest_kj_mol": 414.12,
  "charge": 0
}

Entry 2:
{
  "formula": "C21H26N4O7S",
  "method": "ωB97M-V/def2-TZVPD",
  "species": ["C", "O", "C", "O", "C", "C", "C", "N", "C", "O", "C", "C", "C", "C", "N", "S", "O", "O", "C", "C", "C", "N", "N", "C", "C", "C", "C", "C", "C", "O", "O", "C", "C", "H", "H", "H", "H", "H", "H", "H", "H", "H", "H", "H", "H", "H", "H", "H", "H", "H", "H", "H", "H", "H", "H", "H", "H", "H", "H"],
  "positions_angstrom": [[-1.2750, -4.8804, -1.3595], [-1.4186, -3.4915, -1.1062], [-2.6714, -3.0614, -0.8830], [-3.6255, -3.7981, -0.8606], [-2.7277, -1.5974, -0.6464], [-1.6296, -0.7852, -0.8972], [-1.6870, 0.5825, -0.6278], [-0.5291, 1.3136, -0.8847], [-0.3357, 2.6548, -0.7648], [-1.1693, 3.4307, -0.3520], [1.0380, 3.1725, -1.2123], [1.6713, 3.9683, -0.0596], [2.1336, 3.0262, 1.0511], [3.0506, 1.9379, 0.4889], [2.3280, 1.2392, -0.5458], [2.8086, -0.2889, -1.0459], [1.6065, -0.8466, -1.6130], [3.9634, -0.2226, -1.8957], [3.2009, -1.1264, 0.4466], [4.4813, -1.3150, 1.0252], [5.7791, -0.7929, 0.5339], [4.3692, -2.0360, 2.1220], [3.0684, -2.3135, 2.2617], [2.3121, -1.7930, 1.2764], [0.8450, -1.9612, 1.2015], [2.0265, 2.1047, -1.6702], [-2.8641, 1.1330, -0.1287], [-3.9716, 0.3174, 0.0924], [-5.2113, 0.9538, 0.6117], [-5.2935, 2.1025, 0.9666], [-6.2460, 0.1015, 0.6423], [-7.4723, 0.6356, 1.1160], [-3.9096, -1.0471, -0.1589], [-1.9115, -5.1826, -2.1934], [-1.5587, -5.4584, -0.4770], [-0.2270, -5.0384, -1.6011], [-0.7251, -1.2042, -1.3116], [0.2491, 0.7333, -1.1795], [0.8385, 3.8606, -2.0412], [0.9369, 4.6730, 0.3316], [2.5251, 4.5327, -0.4407], [2.6622, 3.5869, 1.8228], [1.2623, 2.5510, 1.5049], [3.3151, 1.2181, 1.2655], [3.9755, 2.3856, 0.0933], [5.9964, 0.1683, 0.9996], [5.7316, -0.6561, -0.5428], [6.5755, -1.4838, 0.7959], [2.7616, -2.8755, 3.0410], [0.3442, -1.0021, 1.3252], [0.4983, -2.6426, 1.9750], [0.5664, -2.3515, 0.2253], [1.6345, 1.4892, -2.4820], [2.9446, 2.5884, -2.0369], [-2.9357, 2.1883, 0.0829], [-8.1990, -0.1702, 1.0535], [-7.3647, 0.9777, 2.1476], [-7.7816, 1.4814, 0.4983], [-4.7594, -1.6858, 0.0200]],
  "atomic_forces_ev_per_a": [[-0.15, -0.40, -0.06], [0.13, 0.38, 0.01], [-0.18, -0.25, 0.02], [0.10, 0.06, 0.00], [0.02, 0.36, 0.04], [-0.20, 0.00, 0.06], [-0.50, -0.18, 0.11], [0.20, -0.16, -0.25], [0.40, -0.08, -0.25], [-0.21, 0.20, 0.12], [0.09, 0.11, 0.11], [-0.19, -0.06, 0.11], [0.18, 0.01, -0.23], [0.26, 0.12, 0.64], [0.34, -0.99, -0.07], [-0.03, 0.18, 0.63], [-0.14, -0.18, -0.02], [0.08, 0.03, 0.18], [-0.24, 0.23, -0.42], [-0.17, -0.09, 0.11], [0.14, -0.04, 0.05], [0.89, 0.02, 0.11], [-0.50, 0.32, -0.59], [-0.08, -0.03, 0.11], [-0.10, -0.06, -0.04], [-0.19, 0.24, -0.55], [-0.12, 0.11, 0.06], [0.31, -0.30, -0.15], [-0.13, 0.23, 0.13], [0.01, -0.08, -0.05], [0.25, -0.28, -0.15], [-0.24, 0.31, 0.16], [0.05, 0.01, -0.03], [0.08, 0.00, 0.07], [0.03, 0.03, -0.09], [-0.04, 0.02, 0.02], [0.05, -0.05, 0.00], [-0.14, 0.20, 0.09], [-0.01, -0.11, 0.04], [0.07, 0.04, -0.07], [0.01, 0.04, -0.04], [-0.02, -0.03, 0.04], [-0.01, -0.04, 0.11], [0.05, 0.14, 0.02], [-0.02, -0.03, 0.02], [0.05, 0.08, -0.01], [0.16, 0.00, 0.04], [0.07, -0.01, 0.00], [0.00, 0.08, -0.14], [-0.08, 0.04, 0.02], [-0.08, -0.03, 0.04], [-0.08, -0.05, 0.03], [-0.05, 0.17, -0.07], [-0.11, -0.05, 0.00], [0.02, -0.03, 0.00], [0.05, 0.03, 0.00], [-0.04, -0.03, -0.09], [0.00, -0.08, 0.06], [-0.05, -0.05, 0.00]],
  "mulliken_charge": [-0.79, -0.17, 0.21, -0.62, -0.02, -0.59, 0.64, 0.26, 0.05, -0.68, 0.64, -1.22, -0.75, -0.46, 0.30, 1.49, -0.68, -0.77, 0.46, 0.62, -1.26, -1.03, 0.34, -0.46, -0.78, -1.74, -0.69, 0.15, 0.52, -0.61, -0.28, -0.69, -1.07, 0.31, 0.32, 0.24, 0.99, -0.05, 0.44, 0.50, 0.47, 0.42, 0.28, 0.26, 0.24, 0.24, 0.34, 0.43, 0.18, 0.16, 0.42, 0.16, 0.53, 0.57, 0.79, 0.23, 0.31, 0.29, 0.61],
  "orbital_gap_ev": 9.05,
  "smiles": "COC(=O)c1cc(NC(=O)[C@H]2CCCN(S(=O)(=O)c3c(C)n[nH]c3C)C2)cc(C(=O)OC)c1",
  "de_lowest_kj_mol": 0.37,
  "charge": 0
}

Entry 3:
{
  "formula": "C26H34F18O14Pb",
  "method": "ωB97M-V/def2-TZVPD",
  "species": ["Pb", "O", "C", "C", "O", "H", "H", "H", "H", "C", "C", "O", "C", "O", "C", "F", "F", "F", "H", "H", "H", "H", "H", "C", "C", "O", "C", "O", "C", "F", "F", "F", "H", "H", "H", "H", "H", "C", "C", "O", "C", "O", "C", "F", "F", "F", "H", "H", "H", "H", "H", "C", "C", "O", "C", "O", "C", "F", "F", "F", "H", "H", "H", "H", "H", "C", "C", "O", "C", "O", "C", "F", "F", "F", "H", "H", "H", "H", "H", "C", "C", "O", "C", "O", "C", "F", "F", "F", "H", "H", "H", "H", "H"],
  "positions_angstrom": [[-30.1833, -1.7586, 5.3740], [-29.0793, 0.5769, 5.6446], [-30.1374, 1.5651, 5.7333], [-31.4887, 1.0443, 6.3138], [-32.1472, -0.0941, 5.7368], [-30.2435, 1.9272, 4.7107], [-29.7866, 2.4596, 6.2480], [-32.2374, 1.8222, 6.1640], [-31.4704, 0.9401, 7.3986], [-28.6938, -5.7764, 0.6074], [-28.6374, -4.9268, 1.8708], [-28.7974, -5.7782, 2.9948], [-29.2992, -5.3457, 4.1968], [-29.6064, -4.2297, 4.5968], [-29.5490, -6.5026, 5.2097], [-28.5046, -6.6824, 5.9958], [-30.5961, -6.1985, 6.0422], [-29.7465, -7.6100, 4.5416], [-27.7152, -6.2171, 0.4172], [-29.0195, -5.1677, -0.2361], [-29.3270, -6.6571, 0.7146], [-29.5614, -4.3496, 1.9054], [-27.8276, -4.1982, 1.9104], [-29.6995, 1.0647, 10.6935], [-29.7423, 0.0800, 9.5388], [-29.6306, -1.2163, 10.0451], [-29.6330, -2.2300, 9.2011], [-29.7225, -2.1628, 7.9434], [-29.4152, -3.5762, 9.9625], [-30.2029, -4.5610, 9.4119], [-28.1698, -3.8948, 9.8805], [-29.8031, -3.5025, 11.2273], [-30.5261, 0.9088, 11.3867], [-29.8810, 2.0299, 10.2207], [-28.7608, 1.0092, 11.2448], [-29.0686, 0.3452, 8.7240], [-30.7630, 0.0731, 9.1562], [-24.7980, -0.2260, 4.6464], [-25.8073, -0.4169, 5.7801], [-25.4977, -1.7094, 6.4543], [-26.4370, -2.6631, 6.4579], [-27.6084, -2.5004, 6.1517], [-25.9819, -4.0588, 6.8839], [-26.8805, -4.6942, 7.6521], [-25.7755, -4.7916, 5.7446], [-24.7578, -4.0360, 7.5835], [-24.7842, 0.7361, 4.1343], [-25.1249, -0.9019, 3.8562], [-23.8385, -0.5343, 5.0616], [-26.7758, -0.4984, 5.2867], [-25.7967, 0.3980, 6.5038], [-32.3735, 1.2365, 1.5022], [-31.4243, 0.3453, 2.2811], [-30.3698, 0.0508, 1.4645], [-29.2765, -0.7272, 1.8541], [-29.1819, -1.3793, 2.9198], [-28.1232, -0.8190, 0.8701], [-28.2061, -2.0525, 0.2998], [-28.2150, 0.1029, -0.1416], [-26.9294, -0.6830, 1.4574], [-32.9851, 0.6288, 0.8354], [-31.8491, 1.9439, 0.8598], [-33.0474, 1.8638, 2.0858], [-31.9481, -0.4845, 2.7556], [-31.0135, 0.8963, 3.1271], [-33.5782, -1.7692, 10.0257], [-33.5762, -1.8832, 8.4205], [-33.6920, -3.2544, 8.2010], [-32.9840, -3.9222, 7.3584], [-32.0976, -3.4277, 6.6573], [-33.3561, -5.3762, 7.2229], [-32.4127, -6.1081, 7.8109], [-34.5118, -5.5966, 7.7885], [-33.4177, -5.6725, 5.9295], [-32.7719, -2.3261, 10.5030], [-34.3651, -2.3543, 10.5016], [-33.4980, -0.7290, 10.3414], [-32.6426, -1.4284, 8.0894], [-34.3881, -1.2775, 8.0180], [-36.0684, -2.7252, 5.6239], [-34.7793, -2.2303, 4.9116], [-34.5218, -3.1545, 3.8638], [-33.2577, -3.3836, 3.3393], [-32.1549, -2.9424, 3.8220], [-33.2810, -4.2408, 2.0265], [-34.3040, -5.0831, 1.9200], [-33.4519, -3.4497, 0.9517], [-32.1310, -4.9626, 1.9664], [-36.8566, -2.9104, 4.8941], [-36.4630, -2.0697, 6.4002], [-35.7965, -3.6534, 6.1266], [-34.0318, -2.0884, 5.6921], [-34.9252, -1.2362, 4.4891]],
  "atomic_forces_ev_per_a": [[-0.78, 3.24, 0.81], [-1.60, -0.72, 0.49], [0.91, -2.09, -0.58], [-1.21, 0.02, -1.01], [2.48, -0.77, -0.06], [-0.76, 0.20, -0.38], [-0.06, 0.09, 0.73], [0.09, 0.87, 0.01], [0.60, -0.13, 0.43], [0.92, -0.37, 0.38], [-2.26, 0.92, -0.66], [0.02, -0.36, 3.12], [-0.37, 1.51, -0.08], [1.17, -2.26, -1.98], [-0.33, 0.93, 0.15], [0.74, 0.08, 0.36], [1.01, -0.55, -1.47], [-0.81, -1.07, -0.08], [0.16, 0.23, -0.30], [0.11, -0.10, 0.02], [-0.44, 0.36, 0.17], [0.06, 0.54, -0.29], [0.34, -0.50, 0.36], [-0.16, -0.21, -0.42], [-1.66, 1.57, -0.10], [1.08, -2.48, 0.16], [-0.25, 0.67, -3.39], [0.22, -0.36, 4.74], [-2.78, 0.02, -0.94], [0.93, 0.83, 0.04], [1.53, -0.67, 0.07], [0.24, 0.24, 0.45], [0.05, -0.20, 0.02], [0.39, 0.24, 0.29], [0.02, 0.28, -0.13], [0.22, -0.49, 0.00], [0.06, 0.54, -0.53], [-0.21, -1.05, 0.39], [-0.49, 0.13, -1.11], [-0.35, -0.68, -0.23], [-1.58, 2.20, -0.40], [1.84, -0.68, 0.30], [2.18, -1.14, 0.62], [0.77, 0.68, -0.80], [-0.26, 0.62, 1.16], [-2.21, -0.03, -1.20], [-0.01, 0.27, 0.74], [0.44, -0.36, -0.04], [0.31, 0.29, -0.56], [-0.30, 0.18, 0.78], [-0.06, -0.46, 0.21], [-0.32, 0.00, -0.77], [-1.60, 1.65, 2.71], [5.11, -2.83, -1.89], [-2.92, -0.15, 3.73], [-0.37, 2.10, -3.59], [0.03, 0.57, -1.93], [0.32, 0.68, 0.32], [0.17, -1.02, 1.22], [-0.84, -0.16, -0.24], [-0.11, -0.01, -0.05], [0.35, -0.11, 0.07], [0.13, -0.42, 0.48], [0.20, -0.48, -0.39], [-0.11, 0.09, 0.23], [0.22, -0.56, -1.08], [1.04, 1.81, 3.52], [-1.63, -1.24, 0.34], [2.93, 2.61, -2.43], [-1.48, -1.41, 1.26], [0.84, 0.48, 0.05], [-0.15, -0.43, 0.10], [-1.13, -0.76, 0.38], [-0.13, -0.40, -0.24], [0.89, 0.23, -0.61], [-0.90, 0.72, -0.38], [-0.38, -0.11, 0.07], [0.02, -0.43, -0.58], [-0.19, -0.58, -0.26], [0.73, -0.31, -0.58], [-1.33, 1.19, 1.67], [2.89, -1.36, -2.03], [2.22, 2.63, 3.51], [-5.23, -2.08, -2.70], [-0.37, -0.32, -0.06], [0.07, -0.40, 0.91], [1.15, 0.29, 0.39], [-0.88, 0.91, -0.28], [0.00, -0.08, 0.08], [0.32, 0.35, -0.20], [-0.29, -0.22, -0.06], [0.73, -0.41, -0.65], [0.05, -0.09, -0.27]],
  "mulliken_charge": [3.92, -0.79, -0.84, -0.42, -0.77, 0.19, 0.41, 0.40, -0.02, -1.48, 0.42, -0.32, 0.33, -0.77, 0.65, -0.26, -0.07, -0.26, 0.40, 0.37, 0.35, -0.14, 0.31, -1.59, 0.70, -0.31, 0.02, -0.38, 0.85, -0.17, -0.23, -0.27, 0.35, 0.44, 0.37, 0.21, -0.33, -1.22, 0.26, -0.36, 0.30, -0.35, 0.73, -0.15, -0.24, -0.29, 0.40, 0.23, 0.33, -0.12, 0.34, -1.57, 1.69, -0.37, 0.15, -0.61, 0.79, -0.23, -0.26, -0.18, 0.37, 0.40, 0.39, -0.28, -0.66, -1.42, 0.15, -0.36, 0.14, 0.27, 0.61, -0.20, -0.27, -0.20, 0.26, 0.41, 0.41, -0.05, 0.33, -1.32, 0.47, -0.34, 0.14, -0.72, 0.63, -0.25, -0.26, -0.14, 0.39, 0.37, 0.24, -0.35, 0.34],
  "orbital_gap_ev": 7.05,
  "de_lowest_kj_mol": 386.58,
  "charge": 0
}

Entry 4:
{
  "formula": "C4H6ClNOS",
  "method": "ωB97M-V/def2-TZVPD",
  "species": ["C", "C", "C", "C", "N", "O", "S", "Cl", "H", "H", "H", "H", "H", "H"],
  "positions_angstrom": [[0.0371, -1.1041, -0.5758], [0.8202, -0.2287, 0.2599], [-2.2072, 1.2475, 0.3176], [2.1796, 0.3530, 0.1337], [-1.1647, -1.3584, -0.0461], [0.4659, -1.7651, -1.5397], [-2.3465, -0.4213, 0.6940], [-1.4024, 1.7375, -1.0065], [0.1665, 0.1135, 1.0347], [-2.2272, 1.9870, 1.1776], [2.0983, 1.4168, 0.4224], [2.3390, 0.3306, -1.0024], [2.8806, -0.1809, 0.6801], [-1.6392, -2.1276, -0.5494]],
  "atomic_forces_ev_per_a": [[3.91, -0.59, -1.23], [-0.74, 0.49, 0.32], [-0.49, -0.12, 2.69], [-2.50, 1.16, -3.48], [-2.95, -1.80, -0.69], [-0.62, 0.85, 0.80], [-0.83, 0.68, 1.14], [1.03, 0.82, -2.10], [0.22, 0.44, 0.86], [-0.16, -1.18, -1.08], [0.41, -0.53, 0.12], [0.61, -0.07, 1.61], [1.62, -0.85, 0.88], [0.49, 0.69, 0.15]],
  "mulliken_charge": [0.46, -0.19, -0.20, -0.99, -0.21, -0.64, -0.05, -0.09, 0.42, 0.34, 0.28, 0.25, 0.34, 0.30],
  "orbital_gap_ev": [8.03, 6.89],
  "de_lowest_kj_mol": 411.59,
  "charge": 0
}